C34H29AsAuN2OS2 | wB97M-V/def2-TZVPD

Positions of all 70 atoms, in Å:
Au -0.94 0.26 -1.48
As 0.98 1.68 -1.66
S -3.01 -0.85 -1.33
S -3.99 -3.31 -0.24
O -0.05 -2.33 -0.98
N -1.31 -1.00 1.19
N -2.04 -2.03 0.95
C 1.71 1.29 -4.40
C -5.61 -1.50 3.81
C 0.81 3.29 -0.62
C -5.06 -3.31 2.32
C 2.92 -0.42 -1.54
C 0.35 0.43 2.11
C -4.69 -2.16 3.01
C 1.85 4.22 -0.56
C 1.70 5.37 0.20
C 2.02 1.67 -5.70
C 2.55 0.79 -0.96
C -0.08 -0.85 1.47
C 1.72 3.97 -5.09
C 4.40 0.60 0.56
C 3.29 1.29 0.10
C 0.80 -2.63 -0.13
C -6.91 -1.97 3.91
C -4.07 -4.02 1.44
C 0.92 -1.89 1.14
C 0.53 5.59 0.90
C -7.28 -3.12 3.23
C -0.51 4.67 0.84
C 2.03 3.01 -6.04
C 1.75 -3.70 -0.36
C 2.73 -3.98 0.54
C -2.90 -1.99 -0.10
C 1.42 3.60 -3.79
C 4.05 -1.10 -1.09
C 1.43 2.25 -3.44
C -6.36 -3.78 2.43
C -0.37 3.52 0.08
C 4.79 -0.58 -0.04
C 2.85 -3.22 1.71
C 1.95 -2.18 1.99
H 1.72 5.02 -5.36
H -6.65 -4.68 1.90
H 4.34 -2.02 -1.57
H -4.38 -5.05 1.25
H 4.98 1.00 1.39
H -8.29 -3.50 3.31
H 1.18 0.28 2.79
H 0.69 1.13 1.35
H -7.63 -1.46 4.53
H 0.41 6.49 1.49
H -3.67 -1.79 2.95
H 1.63 -4.24 -1.29
H 1.16 4.36 -3.07
H 2.25 0.91 -6.44
H 3.43 -4.78 0.36
H -0.49 0.88 2.64
H 2.27 3.31 -7.06
H 1.68 0.23 -4.16
H -3.07 -4.03 1.85
H 3.63 -3.44 2.42
H 2.07 -1.64 2.92
H -1.43 4.85 1.38
H -1.18 2.80 0.02
H 3.01 2.22 0.58
H 2.77 4.05 -1.11
H -5.32 -0.61 4.35
H 2.51 6.09 0.24
H 2.33 -0.85 -2.34
H 5.67 -1.11 0.31

Properties
- lowest unoccupied orbital energy (alpha / beta) (eV) = -2.8 / -5.1
- net charge = +1
- 2S+1 = 3
- <S²> = 2.060
- HOMO (alpha / beta) (eV) = -11.164 / -11.048